a.
This record from OMol25 describes a single C9H15NO2 molecule. The level of theory is wB97M-V/def2-TZVPD.

Element x y z (Å)
1 C -1.384 1.459 -0.372
2 C 1.266 -0.632 -0.609
3 C 1.801 0.372 0.141
4 C -0.026 -1.162 -0.520
5 C -1.027 -0.711 0.524
6 C -1.401 2.917 0.047
7 C 3.161 0.923 -0.062
8 C -0.380 -2.320 -1.383
9 C -0.668 -1.325 1.893
10 N -1.674 1.013 -1.483
11 O -0.997 0.695 0.720
12 O -2.320 -1.118 0.207
13 H 1.889 -1.075 -1.381
14 H 1.210 0.823 0.922
15 H -1.123 3.538 -0.800
16 H -0.707 3.055 0.870
17 H -2.402 3.184 0.374
18 H 3.092 1.906 -0.536
19 H 3.668 1.069 0.891
20 H 3.765 0.282 -0.700
21 H 0.001 -2.172 -2.391
22 H -1.454 -2.482 -1.418
23 H 0.091 -3.222 -0.982
24 H -1.057 -2.337 1.918
25 H -1.149 -0.740 2.671
26 H 0.406 -1.329 2.043
27 H -2.582 -0.609 -0.583

- gap between HOMO and LUMO (spin up / spin down) (eV) = 9.8274 / 6.1860
- total charge = 0

These are the Mulliken partial charges, in e, on atoms 1 to 2: 1.135, -0.186

***

b.
This record from OMol25 describes a single C9H15NO2 molecule. The level of theory is wB97M-V/def2-TZVPD.

Element x y z (Å)
1 C 0.878 -0.712 2.407
2 C 1.212 0.397 1.426
3 C 0.350 0.236 0.141
4 C 1.015 0.915 -1.087
5 C 1.320 2.494 -1.042
6 C 0.478 -1.366 -0.220
7 O 1.401 -2.091 0.150
8 C -0.850 -1.926 -0.941
9 C -1.664 -0.802 -1.581
10 N -1.970 0.205 -0.569
11 C -1.055 0.764 0.293
12 O -1.371 1.601 1.151
13 H 1.174 -0.535 3.485
14 H -0.229 -0.871 2.277
15 H 1.365 -1.730 2.137
16 H 1.137 1.438 1.807
17 H 2.209 0.205 1.039
18 H 1.999 0.603 -1.351
19 H 0.381 0.768 -1.950
20 H 2.213 2.773 -0.554
21 H 1.423 2.790 -2.154
22 H 0.539 3.077 -0.588
23 H -1.369 -2.407 -0.163
24 H -0.790 -2.592 -1.753
25 H -2.573 -1.297 -2.007
26 H -1.121 -0.324 -2.443
27 H -2.918 0.587 -0.585

- gap between HOMO and LUMO (eV) = 10.1354
- total charge = 0
- SMILES = CCC1(CC)C(=O)CCNC1=O

These are the Mulliken partial charges, in e, on atoms 1 to 2: -1.061, -0.804

***

Least stable: a

***

a.
This record from OMol25 describes 2 unconnected molecules or ions with the total composition CH5NOS2. The level of theory is wB97M-V/def2-TZVPD.

Element x y z (Å)
1 N 1.282 1.062 0.908
2 C 1.178 -0.158 0.308
3 O 1.614 -0.492 -0.762
4 H 1.998 1.712 0.622
5 H 0.877 1.195 1.818
6 H 0.634 -0.923 0.883
7 S -1.585 -1.558 -0.685
8 S -2.270 0.335 -1.206
9 H -0.968 -1.776 -1.877
10 H -2.760 0.604 -0.009

- gap between HOMO and LUMO (eV) = 8.7611
- total charge = 0
- SMILES = NC=O.SS

These are the Mulliken partial charges, in e, on atoms 1 to 2: -0.354, 0.151

***

b.
This record from OMol25 describes 2 unconnected molecules or ions with the total composition CH5NOS2. The level of theory is wB97M-V/def2-TZVPD.

Element x y z (Å)
1 N 1.367 0.381 1.783
2 C 2.182 -0.189 0.824
3 O 2.391 0.382 -0.218
4 H 0.492 0.735 1.456
5 H 1.527 0.467 2.776
6 H 2.562 -1.192 1.048
7 S -1.308 0.797 -1.120
8 S -1.411 -1.093 -0.164
9 H 0.033 0.846 -1.226
10 H -2.641 -0.831 0.275

- gap between HOMO and LUMO (eV) = 8.8646
- total charge = 0
- SMILES = NC=O.SS

These are the Mulliken partial charges, in e, on atoms 1 to 2: -0.276, 0.085

***

Least stable: b

***

a.
This record from OMol25 describes 2 unconnected molecules or ions with the total composition CH5NOS2. The level of theory is wB97M-V/def2-TZVPD.

Element x y z (Å)
1 C 0.215 -0.951 0.282
2 N 1.015 1.120 -1.026
3 O -1.693 0.837 0.964
4 S 0.588 0.803 0.435
5 S -2.625 -0.240 0.068
6 H 0.131 -1.168 1.332
7 H 1.037 -1.277 -0.310
8 H -0.735 -0.900 -0.266
9 H 1.236 2.061 -1.119
10 H -2.137 1.744 0.851

- gap between HOMO and LUMO (spin up / spin down) (eV) = 7.8973 / 5.8174
- total charge = 0

These are the Mulliken partial charges, in e, on atoms 1 to 2: -0.669, -0.488

***

b.
This record from OMol25 describes 2 unconnected molecules or ions with the total composition CH5NOS2. The level of theory is wB97M-V/def2-TZVPD.

Element x y z (Å)
1 N -2.309 -0.355 0.242
2 C -1.354 0.583 0.066
3 O -1.435 1.762 0.313
4 H -3.161 0.014 0.644
5 H -2.062 -1.312 0.089
6 H -0.459 0.267 -0.491
7 S 3.730 -0.428 -0.449
8 S 2.124 0.118 0.687
9 H 3.528 0.330 -1.535
10 H 1.397 -0.980 0.433

- gap between HOMO and LUMO (eV) = 9.9308
- total charge = 0
- SMILES = NC=O.SS

These are the Mulliken partial charges, in e, on atoms 1 to 2: -0.338, 0.096

***

Least stable: a

***

a.
This record from OMol25 describes 2 unconnected molecules or ions with the total composition C3H10N4. The level of theory is wB97M-V/def2-TZVPD.

Element x y z (Å)
1 C 1.023 -0.155 0.038
2 C -0.248 -0.679 0.690
3 C -1.252 -0.025 -0.272
4 N 2.023 -1.073 -0.209
5 N 1.430 1.089 0.476
6 N -1.409 1.383 0.063
7 N -2.297 -0.634 -0.788
8 H -0.020 0.109 -1.119
9 H 1.712 -1.973 -0.540
10 H 2.245 1.464 0.009
11 H 0.634 1.733 0.462
12 H 2.847 -0.733 -0.685
13 H -1.994 1.826 -0.636
14 H -1.881 1.457 0.960
15 H -2.183 -1.645 -0.780
16 H -0.296 -1.764 0.593
17 H -0.333 -0.382 1.739

- gap between HOMO and LUMO (eV) = 8.1890
- total charge = 0

These are the Mulliken partial charges, in e, on atoms 1 to 2: 0.451, -0.781

***

b.
This record from OMol25 describes 2 unconnected molecules or ions with the total composition C3H10N4. The level of theory is wB97M-V/def2-TZVPD.

Element x y z (Å)
1 C 0.929 -0.963 0.931
2 C 1.193 1.409 -0.646
3 N 1.970 -0.403 0.147
4 C -0.473 -0.637 0.401
5 N -1.818 0.764 -0.852
6 N -1.538 -1.357 0.813
7 N -0.547 0.329 -0.437
8 H 2.014 -0.942 -0.719
9 H -1.769 0.973 -1.844
10 H -2.058 1.620 -0.355
11 H -2.439 -1.182 0.393
12 H -1.384 -2.161 1.400
13 H 0.970 -2.064 1.026
14 H 0.956 -0.564 1.956
15 H 1.561 1.843 0.274
16 H 1.973 1.259 -1.379
17 H 0.459 2.076 -1.111

- gap between HOMO and LUMO (spin up / spin down) (eV) = 7.9071 / 7.9058
- total charge = 0

These are the Mulliken partial charges, in e, on atoms 1 to 2: -0.668, -0.696

***

Least stable: b

***

a.
This record from OMol25 describes a single C3H10N4 molecule. The level of theory is wB97M-V/def2-TZVPD.

Element x y z (Å)
1 H -1.235 1.225 -0.771
2 N -1.439 0.289 -1.118
3 C -0.668 -0.605 -0.620
4 C -0.940 -2.054 -0.919
5 N 0.783 -0.373 -0.245
6 C 0.976 0.658 0.704
7 N -0.294 0.735 1.438
8 N 1.253 1.889 0.066
9 H -0.127 -2.700 -0.580
10 H -1.046 -2.185 -1.999
11 H -1.871 -2.360 -0.434
12 H 1.392 -1.181 -0.170
13 H 1.772 0.409 1.412
14 H -0.709 1.643 1.626
15 H -0.687 -0.017 1.999
16 H 1.763 2.629 0.539
17 H 1.076 2.000 -0.929

- gap between HOMO and LUMO (eV) = 9.4090
- total charge = 0
- SMILES = [H]/N=C(/C)NC(N)N

These are the Mulliken partial charges, in e, on atoms 1 to 2: 0.296, -0.680

***

b.
This record from OMol25 describes a single C3H10N4 molecule. The level of theory is wB97M-V/def2-TZVPD.

Element x y z (Å)
1 C -1.034 -0.659 1.319
2 C 1.207 1.731 0.923
3 N -1.119 -0.265 -0.859
4 C -0.104 -0.186 0.317
5 N -0.891 -1.110 -1.967
6 N 1.083 -0.973 0.129
7 N -0.074 1.068 0.922
8 H -1.501 0.664 -1.052
9 H -0.267 -0.677 -2.646
10 H -1.770 -1.332 -2.421
11 H 1.781 -0.448 -0.383
12 H 0.867 -1.834 -0.361
13 H -1.942 -0.131 1.564
14 H -0.903 -1.644 1.750
15 H 1.100 2.693 1.425
16 H 1.997 1.159 1.434
17 H 1.573 1.945 -0.096

- gap between HOMO and LUMO (spin up / spin down) (eV) = 7.8136 / 8.7554
- total charge = 0

These are the Mulliken partial charges, in e, on atoms 1 to 2: -0.811, -0.857

***

c.
This record from OMol25 describes a single C3H10N4 molecule. The level of theory is wB97M-V/def2-TZVPD.

Element x y z (Å)
1 H 2.097 -2.053 1.089
2 N 1.904 -1.621 1.990
3 C 0.901 -0.852 2.001
4 N 0.028 -0.543 1.006
5 C 0.223 -0.971 -0.358
6 N -0.712 -0.255 -1.204
7 C -0.448 1.179 -1.282
8 N -1.179 1.728 -0.147
9 H 0.673 -0.354 2.940
10 H -0.536 0.300 1.078
11 H 0.027 -2.048 -0.456
12 H 1.277 -0.786 -0.663
13 H -0.727 -0.673 -2.126
14 H 0.620 1.436 -1.170
15 H -0.826 1.538 -2.254
16 H -2.111 1.236 -0.253
17 H -1.211 2.740 -0.191

- gap between HOMO and LUMO (eV) = 9.4776
- total charge = 0
- SMILES = [H]/N=C\NCNCN

These are the Mulliken partial charges, in e, on atoms 1 to 2: 0.236, -0.705

***

Least stable: b

***

a.
This record from OMol25 describes 2 unconnected molecules or ions with the total composition C2H7N. The level of theory is wB97M-V/def2-TZVPD.

Element x y z (Å)
1 C -0.114 4.375 3.106
2 N -0.257 3.353 3.860
3 H -0.402 4.256 2.043
4 H 0.591 5.190 3.316
5 H 0.236 2.573 3.425
6 C 0.059 -3.933 -3.142
7 H 0.104 -3.239 -2.309
8 H -1.020 -4.125 -3.226
9 H 0.368 -3.516 -4.096
10 H 0.436 -4.934 -2.978

- gap between HOMO and LUMO (eV) = 8.9883
- total charge = 0
- SMILES = C=N.C

These are the Mulliken partial charges, in e, on atoms 1 to 2: -0.209, -0.509

***

b.
This record from OMol25 describes a molecular structure, C2H7N. The level of theory is wB97M-V/def2-TZVPD.

Element x y z (Å)
1 C -1.960 -0.232 -0.328
2 N -0.723 -0.031 0.207
3 C 2.308 0.142 0.153
4 H -2.822 -0.033 0.381
5 H -2.006 -0.544 -1.411
6 H -1.182 0.915 -0.068
7 H 1.999 1.173 0.024
8 H 1.358 -0.247 0.620
9 H 2.424 -0.472 -0.697
10 H 3.202 -0.033 0.745

- gap between HOMO and LUMO (eV) = 8.4450
- total charge = 0

These are the Mulliken partial charges, in e, on atoms 1 to 2: -0.304, -0.493

***

Least stable: b